# 1
Here is a 2-piece molecular cluster, C5H16N2O overall at a distorted geometry from the OMol25 dataset. Energies are from ωB97M-V with the def2-TZVPD basis set.

```
24
Properties=species:S:1:pos:R:3
C -0.372 2.229 0.648
N -0.044 0.937 1.191
C -1.200 -2.513 0.384
C -1.551 -0.968 0.446
C -0.146 -0.272 0.326
C 0.089 0.005 -1.189
N 1.424 -0.502 -1.500
H -0.813 2.810 1.468
H 0.487 2.785 0.291
H -1.152 2.295 -0.127
H -0.390 0.647 2.092
H -2.037 -3.188 0.579
H -1.054 -2.807 -0.682
H -0.407 -2.709 1.094
H -2.087 -0.807 1.374
H -2.191 -0.654 -0.367
H 0.673 -0.876 0.717
H -0.177 1.017 -1.558
H -0.647 -0.622 -1.757
H 1.664 -1.477 -1.434
H 1.912 -0.033 -2.249
H 2.399 0.938 -0.257
H 2.673 2.020 0.695
O 2.947 1.745 -0.187
```

## Properties
Net charge: 0
Energy above the lowest of the compared OMol25 structures with the same formula, charge and spin (kJ/mol): 152.4
Kohn-Sham gap (eV): 9.494
HOMO level (eV): -8.5
SMILES string: CC[C@@H](CN)NC.O
E_tot (hartree): -384.8000

# 2
Here is a 2-piece molecular cluster, C5H16N2O overall at a distorted geometry from the OMol25 dataset. Energies are from ωB97M-V with the def2-TZVPD basis set.

```
24
Properties=species:S:1:pos:R:3
N 0.636 -1.216 -1.744
C -0.537 -0.409 -1.539
C -0.319 1.133 -1.293
N -0.724 1.712 -0.068
C -1.074 0.935 1.133
C 0.078 0.071 1.737
C 0.085 2.929 0.309
H 1.282 -1.016 -0.988
H 1.078 -1.085 -2.637
H -1.288 -0.493 -2.319
H -1.018 -0.843 -0.653
H 0.628 1.496 -1.737
H -0.979 1.558 -2.078
H -1.914 0.322 0.792
H -1.216 1.694 1.899
H -0.088 -0.182 2.773
H 1.040 0.599 1.660
H 0.214 -0.760 1.038
H -0.226 3.356 1.259
H 1.117 2.601 0.423
H -0.107 3.629 -0.506
H 1.891 -5.407 0.903
H 0.459 -5.130 0.447
O 0.980 -5.494 1.187
```

## Properties
Net charge: +1
Energy above the lowest of the compared OMol25 structures with the same formula, charge and spin (kJ/mol): 93.9
Kohn-Sham gap (spin up / spin down) (eV): 10.765 / 6.366
2S+1: 2
HOMO level (spin up / spin down) (eV): -13.6 / -13.6
E_tot (hartree): -384.5075

# 3
Here is a 2-piece molecular cluster, C5H16N2O overall at a distorted geometry from the OMol25 dataset. Energies are from ωB97M-V with the def2-TZVPD basis set.

```
24
Properties=species:S:1:pos:R:3
C 0.423 0.415 -0.780
C -0.984 1.056 -0.460
C -0.907 2.447 -1.112
C -2.055 0.196 -1.085
N 0.877 -0.469 0.255
C 1.392 0.004 1.453
N 0.375 0.107 2.596
H 0.304 -0.145 -1.714
H 1.189 1.180 -1.097
H -1.054 1.122 0.622
H -0.015 3.017 -0.710
H -1.018 2.385 -2.216
H -1.695 3.131 -0.798
H -2.034 0.199 -2.185
H -3.075 0.641 -0.942
H -2.309 -0.751 -0.552
H 0.483 -1.390 0.130
H 1.928 0.970 1.383
H 2.083 -0.646 2.077
H -0.044 -0.796 2.756
H -0.337 0.766 2.234
H 1.451 -2.454 -0.938
H 0.191 -2.762 -0.452
O 1.010 -3.283 -0.684
```

## Properties
Net charge: +1
Energy above the lowest of the compared OMol25 structures with the same formula, charge and spin (kJ/mol): 177.3
Kohn-Sham gap (spin up / spin down) (eV): 12.084 / 7.080
2S+1: 2
HOMO level (spin up / spin down) (eV): -15.3 / -15.1
E_tot (hartree): -384.4758

# 4
Here is a 2-piece molecular cluster, C5H16N3 overall at a distorted geometry from the OMol25 dataset. Energies are from ωB97M-V with the def2-TZVPD basis set.

```
24
Properties=species:S:1:pos:R:3
C 0.656 0.792 2.409
C 0.894 2.276 2.204
H 0.731 0.542 3.473
H -0.329 0.445 2.118
H 1.393 0.189 1.887
H 1.557 2.763 2.929
H 0.023 2.917 2.198
H 1.470 2.418 1.282
C -0.147 -2.004 -0.725
C -1.197 -3.111 -0.840
C -0.081 0.487 -0.803
N -0.772 -0.721 -0.760
N 1.299 0.517 -1.017
N -0.896 1.641 -0.847
H 0.364 -2.215 0.234
H 0.627 -2.095 -1.488
H -1.440 -3.340 -1.886
H -2.138 -2.736 -0.442
H -1.716 -0.704 -0.598
H 1.797 -0.311 -1.289
H 1.665 1.322 -1.453
H -0.959 2.084 0.060
H -0.601 2.280 -1.565
H -0.926 -4.070 -0.411
```

## Properties
Net charge: 0
Energy above the lowest of the compared OMol25 structures with the same formula, charge and spin (kJ/mol): 16.1
Kohn-Sham gap (spin up / spin down) (eV): 5.406 / 9.790
2S+1: 2
HOMO level (spin up / spin down) (eV): -4.4 / -8.9
E_tot (hartree): -364.2820

# 5
Here is a 2-piece molecular cluster, C5H16N3 overall from the OMol25 dataset. Energies are from ωB97M-V with the def2-TZVPD basis set.

```
24
Properties=species:S:1:pos:R:3
C -2.928 -0.268 -2.184
C -2.205 0.130 -0.907
N -1.490 1.390 -1.062
C -0.997 1.907 0.209
H -3.312 -1.282 -2.069
H -2.243 -0.286 -3.031
H -3.774 0.383 -2.400
H -1.455 -0.634 -0.669
H -2.933 0.168 -0.082
H -2.104 2.078 -1.479
H -0.566 2.890 0.046
H -1.745 1.962 1.008
H -0.195 1.228 0.522
C 2.247 -0.193 0.814
C 1.775 -1.435 0.978
N 1.198 -1.777 2.294
N 2.861 0.252 -0.319
H 2.095 0.542 1.596
H 1.740 -2.212 0.234
H 1.866 -2.135 2.980
H 0.740 -0.957 2.699
H 0.446 -2.465 2.245
H 2.683 -0.239 -1.177
H 2.857 1.254 -0.418
```

## Properties
Net charge: +1
Energy above the lowest of the compared OMol25 structures with the same formula, charge and spin (kJ/mol): 229.4
Kohn-Sham gap (eV): 8.016
HOMO level (eV): -11.6
E_tot (hartree): -364.0880

# 6
Here is a 2-piece molecular cluster, C5H16N3 overall from the OMol25 dataset. Energies are from ωB97M-V with the def2-TZVPD basis set.

```
24
Properties=species:S:1:pos:R:3
C 0.705 -0.241 -1.609
C 1.251 1.108 -2.021
C -1.303 -1.032 -0.412
N -0.557 -0.038 -0.874
N -0.916 -2.296 -0.592
N -2.458 -0.775 0.216
H 0.505 -0.880 -2.471
H 1.404 -0.762 -0.949
H 1.353 1.733 -1.135
H 0.583 1.625 -2.712
H -0.814 0.903 -0.682
H -0.015 -2.480 -0.987
H -1.477 -3.048 -0.240
H -2.740 0.179 0.330
H -3.043 -1.530 0.540
H 2.213 1.027 -2.522
C 1.593 1.254 1.710
C 1.265 1.636 3.152
H 1.204 0.263 1.473
H 1.187 1.992 1.018
H 2.674 1.237 1.565
H 1.609 2.647 3.363
H 1.758 0.974 3.857
H 0.188 1.641 3.317
```

## Properties
Net charge: +1
Energy above the lowest of the compared OMol25 structures with the same formula, charge and spin (kJ/mol): 3.6
Kohn-Sham gap (eV): 11.716
HOMO level (eV): -14.7
E_tot (hartree): -364.1740

# 7
Here is a 2-piece molecular cluster, C5H16N3O overall at a distorted geometry from the OMol25 dataset. Energies are from ωB97M-V with the def2-TZVPD basis set.

```
25
Properties=species:S:1:pos:R:3
C 0.377 -0.007 1.602
C 0.716 -1.235 2.464
C -1.852 1.192 0.816
N -0.981 0.729 1.838
N -1.373 1.970 -0.261
N -3.198 1.004 0.948
H 1.049 0.830 1.713
H 0.556 -0.060 0.491
H 0.068 -2.053 2.423
H 0.820 -1.047 3.586
H -1.559 0.036 2.420
H -0.527 2.537 -0.162
H -2.096 2.540 -0.751
H -3.601 0.337 1.687
H -3.990 1.132 0.286
H 1.449 -1.975 2.066
C 1.182 -1.202 -2.733
C 2.434 -0.359 -2.113
O 0.056 -1.020 -1.886
H 1.205 -0.763 -3.701
H 1.210 -2.297 -2.771
H 2.854 -0.891 -1.419
H -0.247 -0.053 -1.957
H 2.184 0.652 -1.779
H 3.263 0.006 -2.806
```

## Properties
Net charge: +1
Energy above the lowest of the compared OMol25 structures with the same formula, charge and spin (kJ/mol): 366.8
Kohn-Sham gap (eV): 9.379
HOMO level (eV): -12.8
E_tot (hartree): -439.2889

# 8
Here is C5H16N3S as an isolated structure at a distorted geometry from the OMol25 dataset. Energies are from ωB97M-V with the def2-TZVPD basis set.

```
25
Properties=species:S:1:pos:R:3
C -1.885 1.120 -0.536
C -1.499 -1.499 -0.626
C -1.234 -0.133 1.602
C 2.793 -0.420 0.920
C -1.166 -0.093 0.079
N 1.230 -0.128 -1.610
N 0.954 1.861 0.362
N 3.590 -0.080 -0.054
S 0.710 0.093 -0.231
H -2.502 0.815 -1.458
H -2.631 1.343 0.190
H -1.345 1.958 -0.740
H -2.573 -1.582 -0.647
H -0.966 -2.420 -0.271
H -1.342 -1.474 -1.680
H -0.516 0.710 1.926
H -2.302 0.071 2.009
H -0.918 -0.973 2.108
H 2.742 0.330 1.696
H 2.507 -1.376 1.290
H 0.734 0.289 -2.329
H 1.208 2.480 -0.319
H 3.772 0.837 -0.322
H 3.604 -0.734 -0.860
H 0.067 2.227 0.824
```

## Properties
Net charge: +1
Energy above the lowest of the compared OMol25 structures with the same formula, charge and spin (kJ/mol): 511.4
Kohn-Sham gap (eV): 9.157
HOMO level (eV): -13.3
E_tot (hartree): -762.1789